[1]
C2H13N2O3 | ωB97M-V with the def2-TZVPD basis set

The geometry in XYZ format:
```
20
Properties=species:S:1:pos:R:3:forces:R:3
O 1.5639 -0.5608 0.6219 -0.698 -0.582 -0.531
O 2.4253 1.9359 1.5386 0.325 0.319 -0.186
O 0.9134 0.7842 -2.1628 0.349 0.103 -0.464
N -1.8479 1.1626 -0.6092 0.349 -0.191 -1.212
N -1.8895 -0.9283 0.3287 0.241 0.109 0.534
C -1.3807 -2.2788 0.6112 0.294 0.655 0.921
C -1.3220 -0.0629 -0.4463 -0.290 -0.552 1.383
H -0.3671 -0.4070 -0.8256 -0.208 0.335 -0.994
H -0.2943 -2.2641 0.6745 -0.017 -0.005 -0.543
H -1.6938 -2.5022 1.6267 -0.272 -0.332 -0.079
H -1.7880 -2.9771 -0.1037 0.041 -0.225 -0.096
H 3.3837 2.0350 1.5979 -0.019 -0.093 0.126
H 1.1465 1.4051 -2.8711 -0.171 -0.084 0.278
H 2.0887 0.1726 0.2844 0.107 0.155 0.507
H 2.0745 -1.0527 1.2691 0.276 0.276 -0.016
H 2.1360 2.8380 1.3583 -0.134 -0.058 0.026
H -2.6904 -0.6259 0.8690 -0.269 -0.062 -0.243
H -2.0959 1.8094 0.1201 -0.374 -0.331 0.091
H -1.9021 1.4549 -1.5782 0.538 0.585 0.414
H 1.5398 0.0622 -2.3036 -0.067 -0.023 0.082
```
Forces are in eV/Å.

Results
Net charge: +1
Energy relative to the best compared isomer or geometry (same formula, charge and spin), eV: 1.1017
HOMO energy, eV: -14.524



[2]
C2H13N8 | ωB97M-V with the def2-TZVPD basis set

The geometry in XYZ format:
```
23
Properties=species:S:1:pos:R:3:forces:R:3
N -0.7705 0.3055 0.9377 -4.228 0.144 1.649
N -2.3663 0.1076 2.7176 -0.978 0.645 -2.269
N 0.1670 -2.0612 -2.0188 -1.933 2.269 1.658
N 1.0119 -1.2219 -2.7114 1.451 2.537 -1.218
N 2.1562 0.9133 -2.6257 -0.102 0.479 -0.553
N 2.5139 1.9682 -1.7677 -1.246 1.873 0.860
N -2.5639 -0.0831 4.0764 0.527 -0.773 0.829
N 0.4627 0.2936 0.4793 1.879 -0.027 -1.635
C -1.1135 0.0648 2.1917 0.236 0.158 -0.085
C 1.3737 -0.0383 -2.1962 -2.093 -0.578 0.305
H -0.2977 -0.2011 2.8984 -0.666 0.430 -0.594
H -2.4332 -1.0702 4.2449 -0.254 -0.265 0.442
H 1.8546 2.7875 -1.8604 0.833 -0.859 -0.877
H 0.7346 -2.8561 -1.8692 0.168 -1.106 1.312
H -0.0900 -1.4426 -1.1626 0.589 -2.460 -1.108
H 2.5950 1.0997 -3.5180 -0.074 -1.035 -0.179
H -3.4941 0.1632 4.4068 0.281 0.321 -0.522
H -3.1771 0.1074 2.0748 0.781 -0.128 0.731
H 0.7523 0.2177 -1.2384 1.884 -0.495 -0.315
H -1.5538 0.5298 0.2202 1.865 -0.417 1.729
H 0.9529 -1.3871 -3.6938 0.601 0.021 -0.744
H 2.2017 1.7201 -0.8404 0.443 -0.740 0.667
H 1.0837 0.0830 1.2551 0.035 0.005 -0.081
```
Forces are in eV/Å.

Results
Net charge: +1
Energy relative to the best compared isomer or geometry (same formula, charge and spin), eV: 0.1496
HOMO energy, eV: -10.277



[3]
C2H13NO3 | ωB97M-V with the def2-TZVPD basis set

The geometry in XYZ format:
```
19
Properties=species:S:1:pos:R:3:forces:R:3
O 2.2165 0.2016 1.6631 1.794 1.081 3.177
O 1.6562 -1.6036 -0.2131 -0.716 -2.122 2.146
O -0.1229 -0.9699 -2.8989 -0.571 0.094 1.885
N -0.9929 1.3651 -0.9057 2.299 -1.856 2.420
C -0.4965 0.7291 0.5170 -1.334 -2.714 -4.482
C -1.6283 0.1006 1.3726 0.427 2.983 -1.291
H -0.3623 -0.2778 -2.2222 0.120 -0.334 -0.991
H -2.2915 -0.5491 0.8243 -0.428 0.261 -0.638
H 0.1214 1.4418 0.9640 0.630 1.011 1.037
H -2.1478 1.0064 1.8136 0.204 -1.703 0.201
H 0.2969 -0.5028 -3.6041 0.407 0.557 -0.632
H 0.1827 -0.1195 0.1500 -1.035 1.573 0.888
H -1.9644 1.3538 -0.9709 -2.144 -0.496 0.071
H 0.9236 -2.1456 0.2025 1.560 0.665 -0.119
H -1.1108 -0.5772 1.9790 0.468 -0.491 1.972
H -0.8074 2.3239 -0.7949 0.594 1.539 -0.194
H 2.2903 -0.3566 0.9282 -0.165 -1.469 -2.046
H 3.0394 -0.0327 2.1832 -1.497 0.617 -0.736
H 1.1976 -1.3872 -0.9877 -0.613 0.804 -2.669
```
Forces are in eV/Å.

Results
Net charge: 0
Energy relative to the best compared isomer or geometry (same formula, charge and spin), eV: 1.6747
SMILES string: CCN.O.O.O
HOMO energy, eV: -9.817



[4]
C2H13NO3 | ωB97M-V with the def2-TZVPD basis set

The geometry in XYZ format:
```
19
Properties=species:S:1:pos:R:3:forces:R:3
O 1.6476 2.4950 -2.0672 -2.299 0.811 -1.267
O -1.7211 2.8943 0.1483 0.257 0.035 -0.085
O -1.7083 -0.0773 -1.9105 -1.094 2.100 -1.271
N 0.6865 -1.4036 1.7202 -0.165 -0.623 -0.446
C 0.4163 -0.0930 1.1722 4.870 0.676 1.291
C 0.3694 -2.6099 0.9196 2.043 -1.628 1.018
H 0.9331 2.1166 -1.5535 -0.462 -0.036 -0.109
H 0.4918 0.7959 1.9296 -0.379 -1.946 -1.322
H -1.9391 -0.5877 -2.6792 -0.225 -0.116 -0.585
H 2.3750 2.2051 -1.5988 2.762 -0.811 1.374
H 1.0488 -3.4163 1.3471 -1.017 0.663 -0.001
H -1.2915 -0.6799 -1.3657 1.395 -1.958 1.919
H -1.3446 2.1324 -0.2967 -0.233 -0.479 -0.022
H 0.3734 -1.4820 2.6613 -0.400 -0.500 0.453
H -0.6337 -2.9865 1.0132 -0.730 0.068 -0.016
H -1.3475 3.6101 -0.3707 -0.086 0.407 0.049
H -0.3820 -0.0563 0.5535 -3.099 0.457 -1.612
H 1.3312 -0.0520 0.5147 -0.882 1.170 0.074
H 0.6947 -2.8050 -0.1373 -0.255 1.708 0.556
```
Forces are in eV/Å.

Results
Net charge: 0
Energy relative to the best compared isomer or geometry (same formula, charge and spin), eV: 2.5253
SMILES string: CNC.O.O.O
HOMO energy, eV: -8.793



[5]
C2H13NO3 | ωB97M-V with the def2-TZVPD basis set

The geometry in XYZ format:
```
19
Properties=species:S:1:pos:R:3:forces:R:3
O 2.1144 0.5912 1.5623 0.312 -1.307 0.768
O 0.1492 -1.5826 0.6432 0.798 -0.375 -0.665
O -0.9168 -1.4269 3.5269 -0.508 -0.342 0.351
N -1.1001 0.7015 -2.0379 1.005 -2.652 -0.566
C -0.4959 1.8443 -1.4247 -0.215 0.135 0.041
C -0.2703 -0.0418 -3.0140 1.107 1.708 0.282
H 0.5672 1.6825 -1.2376 0.076 -0.377 -0.206
H -0.5286 2.7719 -2.0217 -0.270 0.016 0.382
H -0.1531 0.6711 -3.8447 -0.258 -0.993 -0.895
H 0.5989 -0.7338 0.7300 -0.054 -0.162 0.159
H 2.3737 1.3354 2.0924 0.043 0.585 0.144
H 0.8188 -2.1328 0.1770 -0.789 0.440 0.577
H -1.9750 0.7712 -2.5289 -0.337 0.927 0.564
H 0.7918 -0.1867 -2.7614 -0.306 0.194 0.908
H -0.3833 -0.9749 4.1752 0.254 0.225 0.151
H -0.7049 -1.0447 2.6790 0.250 -0.026 -0.452
H -0.6017 -1.0555 -3.1940 -0.665 0.157 -0.504
H 1.7294 0.9011 0.7653 -0.329 0.931 -1.037
H -0.9435 1.8963 -0.4326 -0.114 0.914 -0.003
```
Forces are in eV/Å.

Results
Net charge: 0
Energy relative to the best compared isomer or geometry (same formula, charge and spin), eV: 1.9928
SMILES string: CNC.O.O.O
HOMO energy, eV: -8.625



[6]
C2H13NO3 | ωB97M-V with the def2-TZVPD basis set

The geometry in XYZ format:
```
19
Properties=species:S:1:pos:R:3:forces:R:3
O -0.0372 -1.7213 -1.8393 -2.179 2.573 -0.881
O -6.7226 -0.2080 2.2185 1.158 2.965 2.994
O 0.0985 1.4701 -3.1567 -2.303 -0.349 0.977
N 1.6590 0.4610 -0.5246 -0.326 0.595 -2.431
C 2.6603 0.1437 0.4609 -2.228 -0.032 0.747
C 1.8385 -0.6308 1.4968 -0.501 -0.056 1.296
H 1.0159 -1.2516 1.0210 1.882 -0.408 0.237
H 0.9554 1.0859 -0.1430 0.222 0.058 0.068
H 1.1065 0.0620 1.8788 0.015 0.946 0.770
H 0.5593 -2.2247 -1.3540 1.759 -1.288 1.323
H 3.0666 1.0870 0.7513 0.711 0.394 1.275
H -6.6108 0.7937 2.0722 -0.404 -2.185 -0.325
H 3.4291 -0.4345 0.0637 1.240 -1.104 -0.938
H 2.3685 -1.0393 2.4231 -0.696 0.136 -1.596
H -0.0655 -0.8492 -1.3614 0.509 -1.329 -0.479
H -0.7558 1.9424 -2.8946 1.800 -0.827 -0.628
H 2.0542 0.9504 -1.3479 -0.449 -0.421 0.666
H -6.4745 -0.1576 3.2256 -0.755 -0.779 -2.667
H -0.1452 0.5205 -2.9905 0.545 1.109 -0.407
```
Forces are in eV/Å.

Results
Net charge: 0
Energy relative to the best compared isomer or geometry (same formula, charge and spin), eV: 1.9179
SMILES string: CCN.O.O.O
HOMO energy, eV: -9.502



[7]
C2H13NO3S | ωB97M-V with the def2-TZVPD basis set

The geometry in XYZ format:
```
20
Properties=species:S:1:pos:R:3:forces:R:3
S 0.4760 -0.3483 -1.7577 -0.194 0.619 0.024
O 5.9480 -4.1180 -0.0213 0.033 -0.032 -0.164
O 0.1165 -4.2120 -1.6144 0.468 0.799 -0.494
O -3.0947 4.2516 3.0704 0.135 1.134 0.831
N -2.2219 1.8763 -0.5342 0.989 -0.232 0.337
C -0.7334 1.8115 -0.5123 -1.225 -0.288 -0.612
C -0.2934 0.3820 -0.2314 1.513 -0.938 0.767
H 5.1481 -3.5846 0.0267 0.082 -0.051 0.124
H -3.2153 5.1746 2.7654 0.050 -0.798 0.040
H -0.3216 2.5601 0.1633 0.222 -0.293 0.333
H -2.5091 2.5276 -1.2370 -0.378 0.441 -0.071
H -0.1340 -4.7343 -0.8509 -0.308 -0.509 -0.572
H 1.1260 -1.4204 -1.2970 -0.160 -0.060 0.361
H 6.2355 -4.2711 0.8827 -0.116 0.082 0.036
H -0.3503 2.0898 -1.4963 -0.145 0.031 -0.045
H -2.5359 2.1746 0.3843 -0.240 0.104 -0.314
H 0.4192 0.3549 0.6049 0.293 0.148 -0.457
H -0.1202 -4.5775 -2.4845 -0.128 -0.277 1.095
H -2.8992 4.3876 4.0247 -0.174 -0.356 -0.902
H -1.0404 -0.3245 0.1145 -0.717 0.476 -0.315
```
Forces are in eV/Å.

Results
Net charge: 0
Energy relative to the best compared isomer or geometry (same formula, charge and spin), eV: 0.9872
SMILES string: NCCS.O.O.O
HOMO energy, eV: -8.560



[8]
C2H13NO4 | ωB97M-V with the def2-TZVPD basis set

The geometry in XYZ format:
```
20
Properties=species:S:1:pos:R:3:forces:R:3
O -2.1108 0.7027 2.6963 0.117 1.110 -0.279
O 0.8886 -0.8404 1.8416 -0.214 0.780 -0.159
O -0.1993 2.0634 -1.0769 0.496 -0.716 0.788
O -0.1692 2.6870 2.2844 1.042 1.181 -0.744
N -0.3906 -1.4672 -1.4552 -0.382 0.166 -0.689
C 1.7309 -1.3555 -2.6103 -0.889 -1.259 -0.054
C 0.5601 -1.9692 -2.3939 0.267 1.698 0.212
H 2.0166 -0.4889 -2.0341 0.189 0.079 -0.108
H 0.5403 2.3359 2.8371 -0.763 -0.396 -0.106
H -0.4014 -0.4486 -1.4748 0.594 0.110 0.355
H 0.0914 2.2705 -0.1748 0.030 -0.357 0.096
H 0.7795 -1.1661 0.9374 -0.068 -0.282 0.215
H -1.3011 0.2956 2.3659 -0.339 -0.929 0.275
H -0.5189 2.9066 -1.3467 -0.531 0.967 -0.706
H -1.3058 -1.6450 -1.8449 -0.344 -0.550 0.342
H 0.2027 -2.7872 -2.9983 0.207 -0.361 0.081
H 0.9554 -1.5774 2.4446 0.024 -0.442 -0.127
H 2.3551 -1.8088 -3.3615 0.448 0.297 0.006
H -0.9722 2.1757 2.2707 -0.248 -0.536 0.711
H -2.7514 0.1169 3.0934 0.363 -0.559 -0.109
```
Forces are in eV/Å.

Results
Net charge: 0
Energy relative to the best compared isomer or geometry (same formula, charge and spin), eV: 1.1204
SMILES string: C=CN.O.O.O.O
HOMO energy, eV: -8.695



[9]
C2H13NO4 | ωB97M-V with the def2-TZVPD basis set

The geometry in XYZ format:
```
20
Properties=species:S:1:pos:R:3:forces:R:3
O -0.2498 2.3442 -0.5098 0.279 -0.459 -0.143
O -0.3228 -1.1517 2.5111 0.089 0.372 0.168
O 0.8522 1.4485 2.1103 0.041 -0.230 -0.023
O -1.5470 -0.0052 -1.6711 0.206 -0.366 0.401
N 0.0386 -1.5734 -0.7309 0.196 -0.601 0.025
C -1.1330 -0.8279 -0.5231 -0.567 0.062 -0.367
C 1.2298 -0.8309 -1.0650 -0.311 0.731 0.036
H 0.6349 -1.2470 2.5570 -0.033 -0.233 -0.080
H 2.0943 -1.4774 -1.1627 0.027 -0.144 -0.029
H -1.0136 -0.1449 0.3089 0.184 0.122 0.113
H 0.2001 2.9350 -1.1224 -0.002 0.031 0.064
H -0.1008 -2.3810 -1.3196 -0.047 0.070 -0.066
H 0.5907 1.5798 1.1852 -0.022 0.395 0.043
H -2.3408 -0.4189 -2.0165 0.019 0.199 -0.232
H 1.2491 2.2757 2.3963 -0.087 0.019 -0.079
H -0.3976 -0.1879 2.5879 -0.069 -0.141 0.076
H 1.1024 -0.2345 -1.9792 0.216 -0.121 -0.084
H 1.4244 -0.1187 -0.2566 0.135 -0.106 0.031
H -1.9612 -1.4963 -0.2894 0.102 -0.066 0.126
H -0.3500 1.5123 -1.0103 -0.355 0.462 0.021
```
Forces are in eV/Å.

Results
Net charge: 0
Energy relative to the best compared isomer or geometry (same formula, charge and spin), eV: 0.7217
SMILES string: CNCO.O.O.O
HOMO energy, eV: -9.100



[10]
C2H13NO4 | ωB97M-V with the def2-TZVPD basis set

The geometry in XYZ format:
```
20
Properties=species:S:1:pos:R:3:forces:R:3
O -1.2383 -0.1055 -3.2093 0.328 -0.018 0.110
O 2.3353 0.2679 1.7885 0.725 2.061 -2.283
O 1.5581 -0.5505 -0.8754 -3.007 -0.707 -1.186
O 0.9333 2.4445 -1.5893 0.448 -1.278 0.626
N -0.8498 -1.9918 1.0400 -1.413 1.920 2.440
C -1.5800 0.4227 1.2748 -0.739 -0.700 0.006
C -1.6252 -0.8066 0.7040 0.437 -0.740 -1.799
H 1.2065 1.5393 -1.2706 -0.334 0.969 -0.476
H 2.2455 0.0480 2.6699 -0.424 -1.170 2.946
H 2.5688 1.2218 1.8730 -0.237 -0.969 -0.566
H 0.6240 -0.9725 -0.8264 2.348 1.005 0.088
H -0.8451 0.5859 -3.7444 -0.268 0.362 -0.405
H 1.9718 -0.8942 -0.0996 0.526 -0.105 1.057
H -2.0959 0.4397 2.2257 1.555 0.513 1.166
H -2.2776 -0.9111 -0.2109 1.771 -0.174 0.056
H -1.6257 1.2962 0.6284 -1.016 -0.217 0.038
H -1.4168 -2.8122 1.0323 -0.508 -0.903 -0.591
H 1.1294 2.9991 -0.8271 -0.083 0.098 -0.106
H -0.4896 -0.2752 -2.6311 -0.038 -0.294 0.300
H -0.5287 -1.9454 2.0474 -0.072 0.345 -1.422
```
Forces are in eV/Å.

Results
Net charge: 0
Energy relative to the best compared isomer or geometry (same formula, charge and spin), eV: 3.0250
SMILES string: C=CN.O.O.O.O
HOMO energy, eV: -8.177



[11]
C2H13NO5 | ωB97M-V with the def2-TZVPD basis set

The geometry in XYZ format:
```
21
Properties=species:S:1:pos:R:3:forces:R:3
O 1.8261 0.7342 -1.3494 -0.994 0.690 -0.229
O 2.5603 -0.4626 0.6468 0.446 0.629 0.125
O -0.1273 1.1872 1.2578 -1.393 0.502 -0.874
O -0.5866 -0.9429 -1.3119 -1.880 2.772 0.413
O 0.7470 -1.6328 2.0775 0.137 0.538 0.046
N -2.2713 -0.3666 0.2888 -1.589 -0.234 0.166
C -1.5449 1.4083 -1.0438 -2.166 -0.324 -4.286
C -1.7144 -0.0078 -0.9369 1.919 -4.569 0.430
H -2.6367 1.6484 -1.0288 1.148 1.536 0.880
H 0.7872 1.3587 0.9851 0.213 -0.249 -0.471
H -0.9211 1.8731 -1.9040 -0.408 -0.496 2.232
H -0.7625 1.4394 0.4864 1.618 0.132 1.461
H 2.2703 0.8502 -2.1891 0.336 -0.147 0.098
H 3.4184 -0.4051 1.0817 0.021 0.052 -0.045
H 1.5891 -1.2226 1.7112 -0.371 -0.617 -0.157
H -1.9167 -0.0574 1.1733 0.540 0.481 -0.142
H 2.4106 0.3439 -0.5923 -0.300 -0.622 0.101
H -2.7261 -1.2554 0.4027 0.144 -0.197 -0.502
H 0.1668 -0.9004 1.8342 -0.161 -0.256 0.181
H -2.3996 -0.3526 -1.8435 0.487 1.360 1.053
H 0.0163 -0.1773 -1.2876 2.253 -0.980 -0.481
```
Forces are in eV/Å.

Results
Net charge: 0
Energy relative to the best compared isomer or geometry (same formula, charge and spin), eV: 9.1683
HOMO energy, eV: -8.477



[12]
C2H13NO5 | ωB97M-V with the def2-TZVPD basis set

The geometry in XYZ format:
```
21
Properties=species:S:1:pos:R:3:forces:R:3
O -1.4129 -1.3000 -0.5917 -0.553 1.189 -0.469
O 4.3045 0.9810 0.7866 0.131 -0.847 -0.043
O -1.9353 1.4638 -0.9600 -0.040 0.523 1.004
O -4.8344 -1.8032 0.4725 1.279 -0.271 -0.131
O -0.8976 0.2474 2.3012 0.025 -0.860 -0.432
N 1.7384 0.9062 -0.2915 -0.076 -0.505 0.869
C 2.9123 0.3285 -0.9376 -0.325 1.780 -2.335
C 4.0444 0.1056 -0.0141 0.942 0.676 0.595
H -2.6046 2.1406 -0.7917 -0.251 -0.133 -0.574
H 3.2648 1.1607 -1.6501 -0.108 -0.993 0.942
H -2.0909 -1.3947 -1.2810 0.235 -0.600 0.195
H 4.6854 -0.7982 -0.1007 -0.173 0.137 0.035
H -4.6422 -2.1916 -0.3909 -0.558 0.023 -0.092
H -0.5788 -0.2644 1.5373 -0.030 0.330 0.133
H -1.3999 -0.3133 -0.6422 0.276 -0.861 0.164
H 2.6846 -0.4392 -1.6747 -0.185 -0.582 0.580
H -3.9196 -1.8129 0.8211 -0.672 0.265 0.199
H 2.1001 1.7278 0.1941 -0.309 -0.053 -0.047
H -1.3230 -0.4706 2.7959 -0.026 0.465 0.152
H -1.5573 1.4485 -0.0637 0.340 -0.056 -0.217
H 1.4620 0.2780 0.4811 0.075 0.372 -0.526
```
Forces are in eV/Å.

Results
Net charge: 0
Energy relative to the best compared isomer or geometry (same formula, charge and spin), eV: 2.3496
SMILES string: NCC=O.O.O.O.O
HOMO energy, eV: -9.859



Number 1: E_tot -418.98794 a.u., F_max 0.0295 Eh/bohr. Number 2: E_tot -521.59735 a.u., F_max 0.0883 Eh/bohr. Number 3: E_tot -364.42600 a.u., F_max 0.1051 Eh/bohr. Number 4: E_tot -364.39474 a.u., F_max 0.0988 Eh/bohr. Number 5: E_tot -364.41431 a.u., F_max 0.0562 Eh/bohr. Number 6: E_tot -364.41706 a.u., F_max 0.0850 Eh/bohr. Number 7: E_tot -762.61676 a.u., F_max 0.0377 Eh/bohr. Number 8: E_tot -439.68162 a.u., F_max 0.0339 Eh/bohr. Number 9: E_tot -439.69627 a.u., F_max 0.0155 Eh/bohr. Number 10: E_tot -439.61162 a.u., F_max 0.0663 Eh/bohr. Number 11: E_tot -514.65958 a.u., F_max 0.0967 Eh/bohr. Number 12: E_tot -514.91016 a.u., F_max 0.0574 Eh/bohr.